1.
Formula: C31H44BrGaN3O4P
Source: the OMol25 dataset
Level of theory: ωB97M-V with the def2-TZVPD basis set

XYZ file:
```
85
Properties=species:S:1:pos:R:3:forces:R:3
Ga 0.901 -0.624 -0.937 -0.173 -0.031 0.027
C 1.891 3.416 -6.331 0.012 0.004 0.009
O 2.894 3.753 -5.382 0.006 -0.006 0.017
C 2.916 3.073 -4.221 0.019 0.052 -0.044
C 3.940 3.464 -3.324 -0.025 -0.043 0.028
C 4.038 2.830 -2.128 0.000 0.028 -0.025
C 3.147 1.792 -1.743 0.043 -0.002 -0.007
C 3.320 1.119 -0.502 -0.048 -0.013 0.046
C 4.433 1.493 0.441 0.026 0.002 -0.012
O 2.592 0.169 -0.121 0.059 0.009 -0.078
C 2.120 1.412 -2.652 -0.072 0.029 0.011
O 1.240 0.483 -2.424 0.111 -0.042 -0.044
C 2.030 2.074 -3.896 -0.008 -0.019 0.040
H 2.054 4.074 -7.179 -0.010 -0.006 -0.002
H 0.894 3.585 -5.919 -0.001 -0.004 -0.010
H 1.988 2.376 -6.647 -0.008 0.003 -0.003
H 4.616 4.254 -3.617 0.006 0.005 -0.002
H 4.825 3.126 -1.448 0.003 0.001 0.009
H 4.429 2.560 0.660 -0.028 0.002 0.002
H 5.401 1.248 0.001 -0.003 0.000 -0.001
H 4.303 0.937 1.366 0.010 0.001 0.000
H 1.238 1.755 -4.556 0.000 0.003 -0.003
C -3.538 0.860 5.519 0.015 0.000 0.030
C -3.525 1.973 4.463 -0.002 -0.001 -0.004
C -4.971 2.292 4.086 -0.038 0.007 -0.029
C -2.894 3.234 5.066 0.011 -0.003 0.025
C -2.705 1.519 3.257 0.001 -0.006 -0.002
C -1.368 1.186 3.415 0.024 -0.002 0.022
C -0.621 0.762 2.335 -0.042 0.023 0.045
Br 1.212 0.403 2.674 0.033 -0.039 -0.012
C -1.140 0.626 1.037 -0.168 -0.022 -0.192
O -0.425 0.173 0.017 0.231 0.009 0.123
C -2.488 1.013 0.856 0.032 -0.001 0.004
C -3.215 1.429 1.973 0.013 -0.006 -0.026
C -3.256 1.044 -0.483 0.000 -0.013 0.010
C -2.466 0.661 -1.735 0.008 0.004 -0.011
C -4.446 0.075 -0.392 -0.018 -0.002 0.001
C -3.776 2.473 -0.715 -0.017 0.010 0.005
H -4.119 1.171 6.390 -0.007 0.000 0.004
H -2.530 0.620 5.859 0.007 -0.001 -0.002
H -3.982 -0.053 5.118 -0.009 0.004 -0.017
H -5.520 2.608 4.975 0.009 -0.001 0.009
H -5.483 1.422 3.671 0.006 -0.009 0.006
H -5.029 3.102 3.356 0.010 0.008 0.006
H -3.470 3.569 5.932 -0.006 0.003 0.004
H -2.868 4.044 4.336 -0.009 -0.002 -0.016
H -1.871 3.049 5.397 0.007 0.001 0.000
H -0.884 1.256 4.380 0.004 -0.001 0.004
H -4.248 1.701 1.812 -0.012 -0.003 0.011
H -2.130 -0.371 -1.710 -0.010 -0.002 0.009
H -1.596 1.298 -1.891 0.007 0.007 0.009
H -3.130 0.778 -2.596 0.009 0.004 -0.009
H -4.096 -0.945 -0.221 0.008 -0.004 -0.002
H -5.008 0.087 -1.328 0.001 0.005 -0.006
H -5.133 0.335 0.414 0.000 0.008 0.015
H -2.943 3.175 -0.783 0.010 0.002 0.001
H -4.439 2.815 0.079 -0.007 0.002 0.005
H -4.333 2.515 -1.653 -0.001 -0.009 -0.004
C 0.280 -3.095 2.034 -0.041 0.017 0.023
C 1.750 -3.036 1.627 0.078 -0.011 0.018
P 1.923 -2.720 -0.154 0.041 -0.031 -0.001
C 1.242 -4.201 -0.982 -0.038 0.066 -0.032
C 1.491 -5.556 -0.326 0.004 -0.051 0.028
C 3.715 -2.638 -0.511 0.009 0.059 0.014
C 4.517 -3.930 -0.400 0.002 -0.050 0.004
H 0.188 -3.246 3.109 0.005 0.004 -0.001
H -0.242 -3.912 1.535 -0.007 0.009 -0.003
H -0.233 -2.164 1.787 -0.001 -0.007 -0.001
H 2.273 -3.963 1.875 -0.019 0.002 -0.012
H 2.258 -2.222 2.146 -0.008 0.022 0.006
H 1.614 -4.191 -2.010 0.009 -0.022 0.026
H 0.169 -4.025 -1.064 0.016 -0.006 0.014
H 2.547 -5.802 -0.245 0.025 0.015 0.000
H 1.018 -6.330 -0.931 0.003 0.010 -0.015
H 1.057 -5.607 0.673 -0.003 0.002 -0.006
H 4.100 -1.874 0.168 -0.001 -0.012 0.014
H 3.810 -2.216 -1.516 -0.013 -0.022 -0.004
H 4.392 -4.407 0.572 -0.002 0.007 0.009
H 5.580 -3.721 -0.529 -0.004 0.014 -0.005
H 4.228 -4.644 -1.170 -0.007 -0.006 0.000
N -0.199 -1.756 -2.156 -0.130 0.112 -0.055
C -0.312 -2.380 -3.141 0.062 0.065 0.091
N -0.479 -3.039 -4.215 0.002 -0.018 0.010
C 0.045 -4.262 -4.237 -0.032 -0.082 -0.086
N 0.490 -5.328 -4.291 0.028 -0.023 -0.012
```
Forces are in eV/Å.

Summary:
ΔE to the lowest compared entry with this formula, charge and spin = 11.0 kcal per mole
LUMO level = -0.196 eV
molar mass = 703.3 g mol⁻¹
spin multiplicity = 1
F_max = 0.0051 hartree/bohr
gap between HOMO and LUMO = 7.6729 eV
electronic energy = -6513.13208 a.u.

---

2.
Formula: C31H44BrGaN3O4P
Source: the OMol25 dataset
Level of theory: ωB97M-V with the def2-TZVPD basis set

XYZ file:
```
85
Properties=species:S:1:pos:R:3:forces:R:3
Ga 0.369 0.898 0.641 0.325 0.549 -0.029
C 1.425 7.725 0.318 0.094 -0.035 -0.003
O 2.713 7.126 0.206 -0.163 0.197 0.018
C 2.777 5.786 0.224 -0.080 -0.070 -0.002
C 4.085 5.252 0.150 0.034 0.003 -0.014
C 4.244 3.903 0.180 0.033 -0.067 0.013
C 3.142 3.010 0.272 0.089 -0.079 0.003
C 3.314 1.593 0.296 0.112 0.273 0.019
C 4.661 0.930 0.227 0.039 -0.036 -0.019
O 2.359 0.788 0.371 -0.339 -0.437 -0.004
C 1.830 3.560 0.335 -0.044 -0.022 0.036
O 0.756 2.839 0.399 -0.071 0.000 -0.035
C 1.674 4.965 0.311 0.086 -0.022 0.005
H 1.588 8.797 0.310 0.036 0.032 -0.005
H 0.941 7.436 1.253 0.009 -0.006 0.020
H 0.790 7.446 -0.524 0.001 -0.010 -0.024
H 4.926 5.930 0.080 -0.074 -0.043 0.018
H 5.250 3.509 0.136 -0.076 0.019 -0.014
H 5.507 1.608 0.215 -0.035 -0.052 0.000
H 4.680 0.307 -0.671 0.002 0.030 0.049
H 4.744 0.257 1.083 -0.003 0.028 -0.043
H 0.668 5.352 0.385 0.022 -0.028 -0.006
C -1.246 -7.025 1.092 0.008 -0.018 0.003
C -1.945 -6.089 0.093 0.054 0.048 0.073
C -3.443 -6.074 0.402 -0.065 0.025 0.020
C -1.752 -6.636 -1.327 -0.020 -0.018 -0.085
C -1.333 -4.689 0.204 -0.008 -0.055 0.039
C -1.971 -3.640 0.840 0.001 -0.051 -0.027
C -1.368 -2.392 0.896 0.165 0.076 0.002
Br -2.288 -1.068 1.910 -0.002 0.092 -0.097
C -0.127 -2.104 0.310 -0.165 0.035 -0.163
O 0.396 -0.888 0.206 -0.059 -0.110 0.117
C 0.583 -3.205 -0.238 -0.038 -0.141 -0.052
C -0.051 -4.440 -0.288 0.118 -0.023 0.032
C 2.032 -3.055 -0.733 -0.137 0.059 -0.001
C 2.609 -4.391 -1.209 0.008 -0.051 -0.029
C 2.918 -2.569 0.426 0.027 -0.051 0.015
C 2.111 -2.075 -1.915 0.063 0.005 -0.023
H -1.642 -8.044 1.009 0.028 0.101 0.000
H -1.399 -6.678 2.117 0.014 -0.024 -0.055
H -0.169 -7.061 0.906 -0.063 -0.006 0.006
H -3.862 -7.067 0.223 0.013 0.048 0.020
H -3.975 -5.360 -0.234 0.035 -0.072 0.044
H -3.641 -5.819 1.447 0.019 -0.003 -0.085
H -2.291 -7.581 -1.439 0.056 0.053 0.008
H -0.700 -6.828 -1.553 -0.078 0.029 0.010
H -2.135 -5.931 -2.072 0.006 -0.058 0.042
H -2.941 -3.765 1.304 0.062 0.015 -0.036
H 0.489 -5.271 -0.721 -0.063 0.066 0.017
H 2.605 -5.142 -0.414 0.021 0.043 -0.052
H 3.647 -4.235 -1.514 -0.027 -0.013 0.004
H 2.068 -4.792 -2.071 0.027 0.024 0.046
H 2.832 -3.251 1.278 0.033 0.026 -0.062
H 2.643 -1.569 0.751 -0.038 0.009 0.002
H 3.967 -2.555 0.108 -0.073 0.010 0.021
H 1.469 -2.414 -2.734 0.044 0.012 0.031
H 3.140 -2.027 -2.290 -0.098 -0.010 0.035
H 1.802 -1.074 -1.620 0.013 -0.025 -0.015
C -2.072 3.868 1.349 -0.029 -0.042 -0.071
C -2.672 2.641 0.655 0.061 0.072 0.069
P -1.621 1.794 -0.580 -0.125 -0.125 0.133
C -1.206 3.003 -1.889 -0.061 0.133 -0.013
C -2.289 4.019 -2.281 0.040 -0.010 0.014
C -2.733 0.580 -1.373 -0.012 -0.049 -0.076
C -4.011 1.077 -2.061 0.042 -0.002 0.060
H -2.736 4.196 2.150 0.010 0.003 -0.020
H -1.951 4.701 0.651 0.027 -0.046 0.027
H -1.096 3.655 1.779 -0.005 -0.022 0.004
H -3.614 2.904 0.172 -0.049 0.000 0.002
H -2.901 1.870 1.396 -0.030 -0.017 -0.009
H -0.895 2.409 -2.752 0.017 0.016 -0.044
H -0.321 3.527 -1.537 0.044 0.008 0.041
H -3.043 3.598 -2.944 0.014 -0.040 0.048
H -1.825 4.856 -2.806 -0.033 -0.048 0.016
H -2.805 4.427 -1.409 0.062 -0.017 -0.064
H -2.982 -0.139 -0.594 -0.003 -0.050 0.063
H -2.109 0.042 -2.089 0.021 -0.081 -0.004
H -4.569 1.792 -1.452 0.054 -0.054 -0.024
H -4.672 0.228 -2.245 0.034 0.032 -0.006
H -3.805 1.542 -3.025 0.033 0.008 0.048
N 0.168 1.078 2.518 0.210 -0.221 -0.145
C -0.230 1.475 3.546 -0.433 0.916 0.299
N -0.634 1.840 4.668 -0.012 -0.404 0.424
C -1.180 2.934 5.161 0.067 0.122 -0.392
N -1.670 3.866 5.647 0.175 -0.353 -0.167
```
Forces are in eV/Å.

Summary:
ΔE to the lowest compared entry with this formula, charge and spin = 13.1 kcal per mole
LUMO level = -0.109 eV
molar mass = 703.3 g mol⁻¹
spin multiplicity = 1
F_max = 0.0205 hartree/bohr
gap between HOMO and LUMO = 7.7710 eV
electronic energy = -6513.12873 a.u.